Molecular formula: C24H39GaN2O6P3
Method: DFT, wB97M-V/def2-TZVPD

Properties
**Highest occupied orbital energy**: -10.213 eV
**Net charge**: +1
**LUMO**: -2.344 eV
**Kohn-Sham gap**: 7.87 eV
**Molecular weight**: 614.2 g/mol

Geometry (Å):
Ga  0.002  -0.767  -0.381
N  -0.661  -5.151  -2.414
C  -0.522  -4.051  -1.377
C  -0.783  -4.624  0.013
P  1.195  -3.422  -1.639
O  2.029  -4.322  -0.611
O  1.543  -3.696  -3.044
O  1.241  -1.996  -1.091
P  -1.871  -2.855  -1.789
O  -1.523  -2.668  -3.340
O  -3.158  -3.511  -1.539
O  -1.546  -1.550  -1.064
H  -0.059  -4.880  -3.216
H  -1.637  -5.256  -2.712
H  -0.338  -6.045  -2.040
H  -0.095  -5.441  0.232
H  -1.817  -4.953  0.106
H  -0.608  -3.851  0.763
H  2.890  -4.584  -0.964
H  -2.201  -2.216  -3.861
C  1.955  -0.941  4.142
C  1.603  -1.350  2.711
C  2.826  -1.135  1.812
P  0.162  -0.524  1.945
C  -1.434  -0.886  2.771
C  -1.507  -0.544  4.259
C  -2.540  -0.155  2.005
C  0.440  1.242  1.809
C  0.744  2.037  2.922
C  1.021  3.386  2.810
C  1.328  4.237  4.008
C  1.005  3.928  1.521
C  0.714  3.176  0.404
C  0.410  1.813  0.515
N  0.096  1.054  -0.613
C  -0.143  1.715  -1.860
C  -1.341  2.410  -2.046
C  -2.375  2.487  -0.959
C  -1.562  3.043  -3.263
C  -0.636  2.993  -4.296
C  -0.906  3.661  -5.615
C  0.546  2.293  -4.081
C  0.813  1.655  -2.875
C  2.125  0.944  -2.682
H  2.698  -1.638  4.530
H  1.114  -0.942  4.829
H  2.409  0.050  4.149
H  1.333  -2.414  2.693
H  3.089  -0.076  1.774
H  2.676  -1.493  0.794
H  3.675  -1.671  2.235
H  -1.571  -1.967  2.642
H  -1.189  0.481  4.450
H  -0.917  -1.218  4.875
H  -2.543  -0.626  4.589
H  -2.446  0.925  2.136
H  -3.507  -0.461  2.403
H  -2.544  -0.376  0.936
H  0.759  1.586  3.908
H  1.337  3.643  4.921
H  0.586  5.027  4.132
H  2.302  4.718  3.913
H  1.236  4.979  1.390
H  0.715  3.636  -0.575
H  -2.466  1.540  -0.429
H  -3.348  2.740  -1.379
H  -2.124  3.248  -0.216
H  -2.490  3.585  -3.406
H  -1.656  4.445  -5.515
H  -1.275  2.942  -6.348
H  0.000  4.108  -6.023
H  1.292  2.256  -4.866
H  2.841  1.264  -3.438
H  2.030  -0.140  -2.781
H  2.557  1.148  -1.699

These are the Mulliken partial charges, in e, on atoms 1 to 8: -0.676 -0.115 0.293 -1.472 1.024 -0.578 -0.856 -0.200

Molecular formula: C24H39GeN4SSeSiTi
Method: DFT, wB97M-V/def2-TZVPD

Properties
**Highest occupied orbital energy (alpha / beta)**: -13.984 / -14.016 eV
**Net charge**: +2
**LUMO (alpha / beta)**: -7.080 / -7.013 eV
**Multiplicity**: 2
**Kohn-Sham gap (alpha / beta)**: 6.90 / 7.00 eV
**Molecular weight**: 643.2 g/mol

Geometry (Å):
Ti  3.780  6.956  12.809
C  3.656  4.534  9.568
C  3.690  5.889  9.306
C  4.656  6.683  9.978
C  5.444  6.118  10.986
C  5.164  4.839  11.435
C  4.372  3.990  10.665
H  3.033  3.801  9.025
H  3.065  6.286  8.470
H  4.711  7.778  9.833
H  6.370  6.550  11.360
H  5.698  4.394  12.273
H  4.095  3.037  11.126
C  1.224  10.328  14.266
C  2.305  9.538  13.659
N  2.199  8.289  13.384
N  1.022  7.673  13.683
C  0.629  6.645  12.919
N  -0.508  6.050  13.205
S  1.677  5.980  11.782
C  3.615  10.020  13.130
C  4.008  11.314  13.445
C  5.296  11.654  13.044
C  6.041  10.830  12.221
C  5.476  9.622  11.895
N  4.339  9.142  12.389
H  1.459  11.377  14.283
H  1.023  9.948  15.267
H  0.330  10.191  13.729
H  0.327  8.262  14.165
H  -1.085  6.528  13.954
H  -0.958  5.309  12.721
H  3.447  12.054  14.000
H  5.544  12.708  13.274
H  6.983  11.177  11.796
H  5.952  8.969  11.185
C  1.712  5.721  17.994
Si  1.694  4.373  16.721
C  0.070  4.059  15.938
C  2.353  2.743  17.361
C  2.758  5.073  15.312
C  3.145  5.892  14.506
H  0.946  5.625  18.786
H  1.594  6.704  17.466
H  2.669  5.735  18.574
H  -0.384  3.656  16.827
H  0.146  3.403  15.090
H  -0.430  5.008  15.666
H  1.707  2.418  18.212
H  3.365  2.871  17.723
H  2.487  1.991  16.599
C  9.033  7.392  16.233
Ge  7.818  6.013  16.688
C  7.037  6.169  18.441
C  8.702  4.269  16.567
C  6.319  5.838  15.390
Se  5.940  7.447  14.443
C  4.933  8.392  15.796
H  9.780  7.035  15.503
H  9.574  7.530  17.126
H  8.615  8.386  15.903
H  6.453  5.270  18.539
H  6.349  6.997  18.450
H  7.677  6.410  19.328
H  9.776  4.458  16.805
H  8.633  3.823  15.580
H  8.269  3.600  17.258
H  5.356  5.491  15.750
H  6.614  5.149  14.561
H  5.580  8.333  16.669
H  3.974  7.902  16.003
H  4.862  9.445  15.569

These are the Mulliken partial charges, in e, on atoms 1 to 8: -0.148 -0.158 -1.016 0.360 -0.692 0.064 -0.635 0.361

Molecular formula: C24H39N12OSW
Method: DFT, wB97M-V/def2-TZVPD

Properties
**Highest occupied orbital energy (alpha / beta)**: -15.802 / -16.605 eV
**Net charge**: +3
**LUMO (alpha / beta)**: -9.149 / -9.820 eV
**Multiplicity**: 3
**Kohn-Sham gap (alpha / beta)**: 6.65 / 6.79 eV
**Molecular weight**: 727.6 g/mol

Geometry (Å):
W  0.824  -0.230  0.356
N  3.395  -1.317  3.873
C  2.767  -0.790  2.828
S  2.185  -1.869  1.579
N  2.621  0.516  2.787
N  2.003  0.941  1.650
C  1.968  2.226  1.482
C  1.498  2.689  0.193
C  1.506  4.012  -0.205
C  1.106  4.318  -1.498
C  0.707  3.290  -2.343
C  0.712  1.992  -1.870
N  1.106  1.693  -0.627
H  3.580  -2.304  3.928
H  3.788  -0.711  4.578
H  2.385  2.874  2.244
H  1.835  4.778  0.485
H  1.110  5.343  -1.845
H  0.391  3.489  -3.358
H  0.392  1.165  -2.488
C  -2.038  -4.640  0.085
N  -1.906  -3.627  1.139
C  -2.786  -3.789  2.308
C  -2.404  -2.618  3.200
N  -1.578  -1.784  2.316
C  -0.752  -0.816  3.005
C  -1.252  -2.460  1.173
N  -0.435  -1.940  0.243
C  0.079  -2.769  -0.868
C  0.593  -1.876  -1.973
N  1.610  -0.930  -1.454
C  2.541  -0.411  -2.278
N  2.502  -0.377  -3.620
C  1.557  -0.928  -4.598
C  3.753  0.184  -4.164
C  4.385  0.833  -2.940
N  3.611  0.272  -1.820
C  4.329  0.005  -0.577
H  -2.647  -5.440  0.497
H  -1.080  -5.068  -0.189
H  -2.555  -4.252  -0.792
H  -2.602  -4.754  2.776
H  -3.828  -3.753  1.989
H  -1.819  -2.932  4.066
H  -3.269  -2.062  3.556
H  -1.365  -0.027  3.437
H  -0.064  -0.326  2.323
H  -0.140  -1.279  3.780
H  -0.690  -3.384  -1.314
H  0.887  -3.418  -0.518
H  -0.251  -1.330  -2.403
H  1.005  -2.533  -2.732
H  0.526  -0.689  -4.357
H  1.678  -2.003  -4.722
H  1.783  -0.459  -5.552
H  3.514  0.908  -4.938
H  4.361  -0.607  -4.605
H  4.299  1.920  -2.958
H  5.436  0.578  -2.826
H  5.293  -0.451  -0.806
H  3.773  -0.684  0.044
H  4.508  0.930  -0.030
N  -1.089  0.750  0.395
C  -2.143  1.248  0.395
N  -3.313  1.774  0.399
C  -4.514  1.026  0.870
C  -5.155  1.823  1.992
O  -5.439  3.134  1.557
C  -4.269  3.854  1.236
C  -3.556  3.205  0.062
H  -4.209  0.031  1.191
H  -5.195  0.944  0.024
H  -4.495  1.845  2.868
H  -6.099  1.363  2.275
H  -3.601  3.906  2.104
H  -4.572  4.863  0.964
H  -2.605  3.689  -0.156
H  -4.187  3.224  -0.826

These are the Mulliken partial charges, in e, on atoms 1 to 8: 0.125 -0.354 0.791 -0.516 -1.881 1.089 -0.861 0.919

Molecular formula: C24H39N5O3S2
Method: DFT, wB97M-V/def2-TZVPD

Properties
**Highest occupied orbital energy**: -7.939 eV
**Structure (SMILES)**: O=C1NC(=O)c2c1ccc(CCSc1nnco1)c2S.CCN(CC)CC.CCN(CC)CC
**LUMO**: -0.565 eV
**Kohn-Sham gap**: 7.37 eV
**Molecular weight**: 509.7 g/mol

Geometry (Å):
O  -0.336  2.847  -1.594
C  -0.553  1.773  -2.097
N  0.345  1.035  -2.895
C  -0.166  -0.267  -3.144
O  0.445  -1.184  -3.630
C  -1.590  -0.246  -2.618
C  -1.832  0.966  -1.992
C  -3.028  1.274  -1.416
C  -4.008  0.308  -1.454
C  -3.830  -0.929  -2.046
C  -4.900  -1.999  -2.052
C  -6.241  -1.569  -2.689
S  -7.249  -0.607  -1.491
C  -7.421  0.950  -2.289
N  -7.526  2.053  -1.654
N  -7.639  3.014  -2.648
C  -7.573  2.434  -3.767
O  -7.454  1.074  -3.625
C  -2.593  -1.189  -2.642
S  -2.251  -2.762  -3.470
H  0.707  1.533  -3.698
H  -3.163  2.236  -0.936
H  -4.949  0.555  -0.972
H  -4.586  -2.927  -2.530
H  -5.115  -2.258  -1.005
H  -6.136  -1.053  -3.646
H  -6.827  -2.472  -2.890
H  -7.605  2.959  -4.707
H  -2.111  -2.459  -4.779
C  3.475  4.989  4.024
C  3.323  3.784  3.107
N  2.169  2.960  3.415
C  2.171  1.687  2.714
C  2.058  1.708  1.186
C  0.890  3.649  3.456
C  0.430  4.385  2.190
H  3.520  4.681  5.070
H  4.400  5.517  3.788
H  2.657  5.701  3.906
H  4.222  3.172  3.219
H  3.313  4.137  2.064
H  1.371  1.059  3.119
H  3.097  1.165  2.978
H  1.041  1.920  0.859
H  2.318  0.725  0.785
H  2.733  2.432  0.729
H  0.919  4.371  4.276
H  0.116  2.936  3.753
H  1.235  4.954  1.724
H  -0.363  5.091  2.447
H  0.016  3.702  1.449
C  1.130  -3.217  -0.693
C  2.334  -4.070  -0.314
N  3.502  -3.252  -0.044
C  4.741  -4.003  0.067
C  4.877  -4.999  1.224
C  3.298  -2.215  0.951
C  2.866  -2.636  2.362
H  1.356  -2.578  -1.547
H  0.285  -3.853  -0.964
H  0.805  -2.588  0.138
H  2.553  -4.735  -1.154
H  2.066  -4.721  0.532
H  5.577  -3.299  0.105
H  4.878  -4.552  -0.870
H  5.064  -4.497  2.173
H  5.731  -5.656  1.042
H  3.997  -5.635  1.332
H  2.550  -1.522  0.560
H  4.208  -1.613  1.026
H  2.094  -3.405  2.349
H  2.457  -1.771  2.890
H  3.707  -2.997  2.952

These are the Mulliken partial charges, in e, on atoms 1 to 8: -0.575 0.067 -0.079 0.109 -0.509 0.187 0.214 -1.418